[1]
Below is a cluster of 2 separate species, C6H14O in total in a non-equilibrium geometry, with properties calculated with ωB97M-V with the def2-TZVPD basis set.

Geometry as XYZ:
```
21
Properties=species:S:1:pos:R:3
C -1.334 1.376 -1.179
C -0.849 0.347 -0.170
C 0.381 -0.055 -0.082
C 1.570 0.586 -0.680
C 0.732 -1.312 0.726
C 0.118 -2.542 0.052
H -0.627 1.679 -1.969
H -1.636 2.248 -0.543
H -2.446 1.070 -1.441
H -1.582 0.052 0.542
H 1.870 1.491 -0.093
H 2.519 -0.094 -1.009
H 1.312 0.770 -1.704
H 1.811 -1.670 0.678
H 0.348 -1.118 1.777
H 0.089 -3.386 0.881
H -0.958 -2.458 -0.229
H 0.664 -2.848 -0.769
O -0.226 2.043 1.701
H -0.731 1.383 2.283
H -1.026 2.438 1.228
```

The calculation puts the total energy at -8493.876 eV. As for the frontier orbital gap: 9.06 eV. The value obtained for the energy relative to the best compared isomer or geometry (same formula, charge and spin) is 3.0167 eV. The SMILES is C/C=C(\C)CC.O.

***

[2]
Below is a structure of composition C21H23N5O7RuS in a non-equilibrium geometry, with properties calculated with ωB97M-V with the def2-TZVPD basis set.

Geometry as XYZ:
```
58
Properties=species:S:1:pos:R:3
Ru -0.289 -1.904 -0.929
C 1.703 -0.759 -2.079
C 1.905 -1.884 -2.880
C 1.027 -2.181 -3.915
C -0.061 -1.361 -4.152
C -0.263 -0.220 -3.372
C 0.624 0.097 -2.348
H 2.453 -0.483 -1.347
H 2.746 -2.537 -2.702
H 1.198 -3.055 -4.529
H -0.756 -1.594 -4.949
H -1.087 0.445 -3.596
H 0.550 1.029 -1.806
O 1.508 -5.450 -0.139
C 0.818 -4.473 -0.180
O 0.886 -3.513 -1.088
C -0.246 -4.171 0.825
C -0.600 -5.021 1.854
C -1.637 -4.650 2.689
C -2.280 -3.438 2.468
C -1.865 -2.635 1.428
N -0.851 -2.995 0.628
H -0.055 -5.948 1.962
H -1.955 -5.299 3.494
H -3.103 -3.119 3.089
H -2.345 -1.694 1.208
C 1.974 5.238 -1.431
C 1.682 5.199 0.063
S 1.211 3.569 0.635
O 2.100 3.161 1.695
O 1.033 2.686 -0.500
C -0.412 3.766 1.342
C -0.764 2.602 2.264
N -0.306 1.290 1.785
C -0.832 0.628 0.733
N -0.132 -0.478 0.500
C 0.916 -0.509 1.385
C 0.804 0.574 2.181
N 1.640 0.857 3.328
O 1.235 1.651 4.149
O 2.668 0.226 3.385
C -2.050 1.049 -0.001
H 2.142 6.272 -1.730
H 1.144 4.840 -2.011
H 2.864 4.661 -1.672
H 0.870 5.875 0.334
H 2.556 5.439 0.667
H -1.092 3.856 0.494
H -0.437 4.690 1.918
H -1.846 2.553 2.375
H -0.327 2.748 3.243
H 1.645 -1.301 1.428
H -2.891 1.181 0.683
H -2.313 0.286 -0.732
H -1.884 1.989 -0.529
O -4.041 -3.118 -2.300
C -3.071 -2.612 -1.877
N -2.109 -2.055 -1.442
```

The calculation puts the total energy at -57341.378 eV. As for the frontier orbital gap (spin up / spin down): 7.50 / 7.61 eV. As for the expectation value of S²: 0.758. Its multiplicity is 2. The charge is +1. The value obtained for the energy relative to the best compared isomer or geometry (same formula, charge and spin) is 0.9229 eV.

***

[3]
Below is the ion C7H12NS with charge +1 in a non-equilibrium geometry, with properties calculated with ωB97M-V with the def2-TZVPD basis set.

Geometry as XYZ:
```
21
Properties=species:S:1:pos:R:3
C 1.314 -1.785 0.136
N -0.099 -1.499 -0.212
C -1.032 -1.874 0.873
S -1.335 -0.430 2.021
C -0.778 0.671 0.889
C -0.368 -0.110 -0.557
C 0.476 0.879 -1.271
C -0.059 2.241 -0.768
C -0.565 2.099 0.691
H 1.459 -2.854 0.297
H 1.963 -1.466 -0.677
H 1.580 -1.241 1.039
H -0.329 -2.079 -1.026
H -2.005 -2.141 0.458
H -0.643 -2.700 1.467
H 1.541 0.783 -1.033
H 0.366 0.815 -2.355
H 0.713 3.004 -0.843
H -0.895 2.543 -1.396
H -1.477 2.680 0.853
H 0.172 2.464 1.415
```

The calculation puts the total energy at -19769.702 eV. As for the frontier orbital gap (spin up / spin down): 8.01 / 8.01 eV. The charge is +1. The value obtained for the energy relative to the best compared isomer or geometry (same formula, charge and spin) is 1.4371 eV. The SMILES is C[N@H+]1CSC2=C1CCC2.

***

[4]
Below is a structure of composition C15H16N4O3S in a non-equilibrium geometry, with properties calculated with ωB97M-V with the def2-TZVPD basis set.

Geometry as XYZ:
```
39
Properties=species:S:1:pos:R:3
O 6.512 -0.327 1.730
O 6.507 -2.638 0.772
N -5.705 2.550 -1.768
N 0.555 0.726 -0.537
N -1.570 0.561 0.180
O -0.260 1.607 -1.161
C -6.681 2.858 -2.639
C -0.349 0.109 0.228
C -1.469 1.422 -0.711
C -5.165 1.756 -3.893
C -4.793 1.890 -2.524
C 2.063 -2.264 0.556
C 2.154 -0.569 2.156
C 3.470 -2.488 0.661
C 3.528 -0.612 2.290
C 1.344 -1.351 1.316
C 4.179 -1.614 1.599
N -6.427 2.414 -3.879
C -0.102 -1.103 1.190
C -2.657 2.157 -1.194
C -3.651 1.251 -1.903
C 6.144 -2.389 3.413
S 5.957 -1.698 1.735
H -7.622 3.288 -2.524
H -4.655 1.391 -4.751
H 1.513 -2.812 -0.255
H 1.606 0.200 2.775
H 3.885 -3.314 0.002
H 3.965 -0.010 3.105
H -7.160 2.637 -4.488
H -0.467 -0.888 2.233
H -0.756 -1.925 0.898
H -2.414 3.053 -1.761
H -3.113 2.527 -0.312
H -3.048 0.674 -2.687
H -3.932 0.609 -1.101
H 5.714 -3.370 3.355
H 7.177 -2.524 3.686
H 5.726 -1.784 4.209
```

The calculation puts the total energy at -38749.699 eV. As for the frontier orbital gap: 9.39 eV. The value obtained for the energy relative to the best compared isomer or geometry (same formula, charge and spin) is 4.2935 eV.

***

[5]
Below is an isolated molecule of C3H6N4Si in a non-equilibrium geometry, with properties calculated with ωB97M-V with the def2-TZVPD basis set.

Geometry as XYZ:
```
14
Properties=species:S:1:pos:R:3
Si 2.403 0.053 0.795
N 1.194 -0.071 -0.547
C -0.161 -0.075 -0.556
C -1.006 0.265 0.479
C -2.353 0.215 0.228
N -2.748 -0.321 -0.912
N -1.963 -0.463 -1.886
N -0.659 -0.390 -1.728
H 3.369 -0.518 0.052
H 2.667 1.441 1.348
H 1.719 -0.789 1.753
H 1.350 -0.495 -1.445
H -0.704 0.698 1.445
H -3.106 0.449 0.974
```

The calculation puts the total energy at -17043.879 eV. As for the frontier orbital gap: 9.51 eV. The value obtained for the energy relative to the best compared isomer or geometry (same formula, charge and spin) is 0.0000 eV. The SMILES is [SiH3]Nc1ccnnn1.

***

[6]
Below is a structure of composition C54H78N6O6 in a non-equilibrium geometry, with properties calculated with ωB97M-V with the def2-TZVPD basis set.

Geometry as XYZ:
```
144
Properties=species:S:1:pos:R:3
C -1.978 -2.450 -1.348
C -2.077 -1.079 -2.007
C -0.662 -0.631 -2.406
O 0.143 -1.727 -1.894
C -0.514 -2.400 -0.840
H -2.134 -3.317 -1.990
H -2.703 -2.555 -0.542
H -2.650 -0.322 -1.472
H -2.653 -1.192 -2.925
H -0.321 0.296 -1.945
H -0.585 -0.446 -3.477
H -0.397 -1.878 0.110
H -0.017 -3.365 -0.739
C 2.918 -3.436 0.278
C 1.425 -3.195 0.573
C 0.899 -4.596 0.503
O 1.960 -5.462 0.144
C 3.124 -4.925 0.584
H 3.526 -2.817 0.937
H 3.097 -3.315 -0.791
H 1.100 -2.549 -0.243
H 1.164 -2.726 1.522
H 0.123 -4.689 -0.256
H 0.455 -5.050 1.389
H 3.998 -5.414 0.154
H 3.193 -5.136 1.651
C -3.050 -2.574 1.833
C -2.470 -3.921 2.100
C -1.321 -4.074 1.132
O -0.844 -2.778 0.895
C -1.800 -1.828 1.354
H -3.497 -2.115 2.715
H -3.845 -2.692 1.096
H -3.231 -4.683 1.931
H -2.166 -4.067 3.137
H -1.671 -4.498 0.190
H -0.467 -4.657 1.477
H -2.067 -1.203 0.502
H -1.373 -1.360 2.241
C -4.154 1.858 1.225
C -4.854 0.576 0.731
C -3.783 -0.547 0.646
O -2.840 -0.061 1.535
C -2.756 1.346 1.526
H -4.666 2.236 2.109
H -4.084 2.653 0.482
H -5.489 0.741 -0.139
H -5.505 0.216 1.528
H -3.369 -0.710 -0.349
H -4.209 -1.489 0.991
H -2.032 1.693 0.788
H -2.348 1.719 2.466
C 0.389 -2.027 4.605
C -0.079 -1.135 3.515
C -1.449 -0.672 4.043
O -1.926 -1.863 4.726
C -0.853 -2.766 5.009
H 0.750 -1.515 5.496
H 1.152 -2.752 4.321
H -0.071 -1.722 2.597
H 0.662 -0.351 3.363
H -2.095 -0.290 3.252
H -1.294 0.161 4.729
H -1.004 -3.591 4.312
H -0.652 -3.092 6.030
C 3.365 -1.167 -1.703
C 4.254 -2.127 -0.886
C 5.611 -1.374 -0.959
O 5.260 0.034 -1.214
C 3.864 0.236 -1.318
H 2.297 -1.262 -1.505
H 3.599 -1.278 -2.762
H 4.355 -3.171 -1.181
H 3.887 -2.134 0.140
H 6.242 -1.699 -1.786
H 6.192 -1.409 -0.038
H 3.664 1.013 -2.055
H 3.396 0.633 -0.417
N -2.597 2.320 -1.304
C -3.856 2.351 -1.760
C -4.210 1.858 -3.049
C -3.284 1.351 -3.912
C -1.995 1.264 -3.459
C -1.649 1.744 -2.149
H -4.539 2.876 -1.108
H -5.226 1.986 -3.390
H -3.567 0.974 -4.883
H -1.167 0.890 -4.044
H -0.633 1.762 -1.784
N 1.389 1.117 3.793
C 0.721 1.360 4.971
C -0.589 1.851 4.984
C -1.209 2.145 3.735
C -0.511 1.798 2.528
C 0.713 1.260 2.645
H 1.246 1.159 5.893
H -1.195 2.060 5.853
H -2.241 2.453 3.655
H -0.982 1.925 1.565
H 1.214 0.856 1.778
N 0.375 1.553 -2.933
C 1.213 0.470 -3.028
C 1.969 0.229 -4.198
C 1.934 1.207 -5.194
C 1.204 2.377 -5.093
C 0.332 2.446 -3.979
H 1.158 -0.247 -2.222
H 2.598 -0.644 -4.284
H 2.549 1.041 -6.066
H 1.325 3.155 -5.832
H -0.229 3.344 -3.770
N 2.753 3.441 -0.758
C 3.878 4.191 -0.806
C 4.468 4.524 -2.050
C 3.900 4.086 -3.249
C 2.808 3.275 -3.160
C 2.272 2.901 -1.927
H 4.352 4.590 0.079
H 5.349 5.138 -2.170
H 4.378 4.231 -4.206
H 2.510 2.743 -4.051
H 1.380 2.319 -1.747
N 1.775 0.413 -0.718
C 0.723 1.295 -0.799
C -0.484 1.075 -0.103
C -0.610 0.003 0.793
C 0.489 -0.776 0.997
C 1.669 -0.600 0.208
H 0.803 2.175 -1.420
H -1.335 1.722 -0.251
H -1.576 -0.139 1.255
H 0.466 -1.554 1.745
H 2.502 -1.269 0.369
N -0.816 3.074 1.167
C 0.470 3.447 0.920
C 0.810 4.293 -0.128
C -0.128 4.677 -1.071
C -1.478 4.288 -0.860
C -1.780 3.429 0.224
H 1.165 3.199 1.709
H 1.797 4.720 -0.216
H 0.191 5.301 -1.892
H -2.260 4.432 -1.591
H -2.758 2.982 0.323
```

The calculation puts the total energy at -78429.272 eV. As for the frontier orbital gap: 6.76 eV. The value obtained for the energy relative to the best compared isomer or geometry (same formula, charge and spin) is 56.3237 eV.